ORCA calculation (wB97M-V/def2-TZVPD) on an isolated molecule of C11H9BrOS.

CARTESIAN COORDINATES (ANGSTROEM)
C: 1.3983 3.3588 0.6214
C: 2.2273 2.0581 0.7295
O: 3.4491 2.0840 0.7812
C: 1.4829 0.8125 0.3750
Br: 2.8690 -0.6576 1.0849
C: 1.3316 0.5389 -1.0797
C: 0.4556 -0.3706 -1.6084
C: -0.6342 -0.9819 -0.7991
C: -1.4627 -1.9080 -1.3787
C: -2.5026 -2.5131 -0.6087
C: -2.5769 -2.3146 0.7273
C: -1.7165 -1.4587 1.4222
C: -0.9273 -0.6745 0.5871
S: -0.0485 0.6242 1.3796
H: 0.6044 3.1152 -0.1322
H: 2.0289 4.2477 0.3037
H: 0.8398 3.5391 1.5799
H: 2.1421 0.9475 -1.7047
H: 0.3322 -0.6344 -2.7186
H: -1.3349 -2.2469 -2.4207
H: -3.0507 -3.4012 -0.9517
H: -3.1846 -2.8535 1.3456
H: -1.7225 -1.3108 2.4650

Forces on atoms 1 to 3 (eV/Å):
C -0.421 -0.274 0.044
C 1.959 2.483 -1.312
O -1.920 0.144 0.315

Values from the calculation:
Energy relative to the best compared isomer or geometry (same formula, charge and spin) = 0.00 kcal/mol
DFT total energy = -94476.5851 eV
Gap between HOMO and LUMO = 0.29740 Eh


ORCA calculation (wB97M-V/def2-TZVPD) on a structure of composition C4H6KO2.

CARTESIAN COORDINATES (ANGSTROEM)
K: -1.8422 -3.1874 -2.8836
O: -1.5617 -0.5920 -1.5854
C: -0.8249 -0.1104 -0.7678
O: -1.0118 1.1222 -0.2829
C: -0.0654 1.4407 0.7472
C: 0.8314 0.2272 0.9313
C: 0.4805 -0.6883 -0.2385
H: -0.5366 1.7506 1.6761
H: 0.5056 2.2937 0.3719
H: 0.5612 -0.3155 1.8467
H: 1.8874 0.4100 1.1167
H: 0.3243 -1.7174 0.0765
H: 1.2522 -0.6333 -1.0082

Forces on atoms 1 to 3 (eV/Å):
K -0.032 0.448 0.150
O -0.487 -0.827 -0.501
C 1.074 0.862 0.195

Values from the calculation:
Energy relative to the best compared isomer or geometry (same formula, charge and spin) = 0.00 kcal/mol
DFT total energy = -24660.5580 eV
Charge = +1
Gap between HOMO and LUMO = 0.37295 Eh


ORCA calculation (wB97M-V/def2-TZVPD) on a structure of composition C37H40BrN6O3PReSe.

CARTESIAN COORDINATES (ANGSTROEM)
Re: 0.6015 -0.4707 0.9434
O: -0.2606 -1.5164 3.2945
N: -0.8767 -0.6873 2.3682
C: -2.0503 -0.2344 2.6265
C: -2.8690 0.6175 1.8010
C: -4.1305 0.9018 2.3402
C: -5.0301 1.7218 1.6807
C: -4.6736 2.2747 0.4630
C: -3.4236 1.9996 -0.0896
C: -2.5118 1.1784 0.5563
P: -0.9419 0.9432 -0.3454
C: -0.2790 2.5958 -0.6019
C: -0.5814 3.6264 0.2927
C: -0.1613 4.9175 0.0185
C: 0.5668 5.1875 -1.1361
C: 0.8971 4.1582 -2.0110
C: 0.4867 2.8625 -1.7432
C: -1.3959 0.2969 -1.9667
C: -1.8017 1.1424 -3.0044
C: -2.2340 0.5930 -4.2013
C: -2.2671 -0.7859 -4.3748
C: -1.8641 -1.6282 -3.3456
C: -1.4282 -1.0858 -2.1490
H: -0.8253 -1.6614 4.0749
H: -2.4932 -0.5224 3.5788
H: -4.4086 0.4675 3.2941
H: -5.9975 1.9311 2.1180
H: -5.3599 2.9269 -0.0618
H: -3.1653 2.4481 -1.0403
H: -1.1697 3.4302 1.1812
H: -0.4219 5.7210 0.6958
H: 0.8678 6.2030 -1.3596
H: 1.4602 4.3688 -2.9111
H: 0.7213 2.0753 -2.4483
H: -1.7867 2.2183 -2.8913
H: -2.5484 1.2483 -5.0033
H: -2.6047 -1.2021 -5.3151
H: -1.8945 -2.7029 -3.4805
H: -1.0948 -1.7190 -1.3432
O: 6.2867 -0.6634 -1.4793
C: 5.0400 -0.5424 -1.1108
C: 3.9821 -0.1233 -1.9388
C: 2.7153 -0.0606 -1.4277
N: 2.4251 -0.3755 -0.1440
C: 3.4542 -0.7747 0.6311
Br: 2.9041 -1.2443 2.3942
C: 4.7452 -0.8751 0.2292
H: 6.4723 -0.4343 -2.4034
H: 4.1559 0.1423 -2.9739
H: 1.8780 0.2365 -2.0442
H: 5.5360 -1.2084 0.8896
C: 1.2556 -5.4932 -1.4912
N: -0.1187 -5.0159 -1.3259
C: -0.5520 -3.9875 -0.5974
Se: 0.6055 -2.9689 0.5057
N: -1.8873 -3.9385 -0.6736
C: -2.3528 -4.9708 -1.4845
C: -3.6340 -5.3599 -1.8627
C: -3.7158 -6.4690 -2.6747
C: -2.5680 -7.1636 -3.1021
C: -1.3011 -6.7759 -2.7258
C: -1.2187 -5.6595 -1.8981
H: 1.9564 -4.7791 -1.0730
H: 1.4649 -5.6253 -2.5502
H: 1.3729 -6.4502 -0.9860
H: -2.4762 -3.2784 -0.1930
H: -4.5176 -4.8305 -1.5315
H: -4.6879 -6.8211 -2.9920
H: -2.6872 -8.0284 -3.7402
H: -0.4257 -7.3173 -3.0586
C: 2.5591 2.9296 4.9023
N: 1.6105 2.2775 3.9907
C: 0.5906 1.4661 4.6463
C: 1.7584 2.2332 2.6662
O: 1.1917 1.2879 1.9851
N: 2.5133 3.1536 2.0545
C: 3.1022 2.8692 0.7533
C: 2.5728 4.5588 2.4701
H: 2.7630 2.2489 5.7282
H: 2.1467 3.8448 5.3257
H: 3.4955 3.1523 4.4029
H: 0.1905 2.0181 5.4950
H: 1.0129 0.5305 5.0200
H: -0.2147 1.2529 3.9503
H: 3.2394 1.8010 0.6288
H: 4.0748 3.3570 0.6986
H: 2.4820 3.2482 -0.0629
H: 1.8430 4.7700 3.2447
H: 2.3460 5.1816 1.6039
H: 3.5652 4.8356 2.8247

Forces on atoms 1 to 3 (eV/Å):
Re 0.980 1.049 0.545
O 0.123 0.011 0.104
N -0.496 -0.176 0.438

Values from the calculation:
Energy relative to the best compared isomer or geometry (same formula, charge and spin) = 0.00 kcal/mol
Multiplicity = 4
DFT total energy = -200871.8537 eV
Charge = +4
Gap between HOMO and LUMO (alpha / beta) = 0.22428 / 0.18953 Eh
⟨S²⟩ = 3.795


ORCA calculation (wB97M-V/def2-TZVPD) on a structure of composition C36H53Cl3N6NdS2Si.

CARTESIAN COORDINATES (ANGSTROEM)
Nd: 0.4612 -0.6634 0.6581
C: -2.6806 4.0723 5.5931
C: -2.7457 4.3034 4.0813
C: -1.9588 5.5773 3.7404
C: -4.2168 4.4774 3.6644
C: -2.1828 3.1225 3.3084
C: -1.8865 1.8998 3.8984
C: -1.3813 0.8747 3.1229
N: -1.1598 0.9903 1.8134
C: -1.4672 2.1542 1.2182
C: -1.9673 3.2232 1.9324
C: -1.1993 2.2405 -0.2432
C: -1.8660 3.1390 -1.0551
C: -1.5566 3.2399 -2.4112
C: -0.5357 2.4198 -2.8780
C: 0.0700 1.5311 -2.0128
N: -0.2602 1.4102 -0.7261
C: -2.2773 4.2498 -3.2929
C: -1.9670 4.0280 -4.7756
C: -3.7954 4.1434 -3.0901
C: -1.7963 5.6534 -2.8858
H: -3.0276 4.9673 6.1109
H: -1.6581 3.8710 5.9232
H: -3.3226 3.2447 5.9037
H: -2.3050 6.3962 4.3730
H: -2.0992 5.8859 2.7025
H: -0.8893 5.4393 3.9176
H: -4.6601 5.3124 4.2119
H: -4.7937 3.5768 3.8863
H: -4.3062 4.6861 2.5957
H: -2.0200 1.7354 4.9573
H: -1.1407 -0.0879 3.5611
H: -2.1620 4.1579 1.4251
H: -2.6370 3.7640 -0.6276
H: -0.2127 2.4434 -3.9084
H: 0.8688 0.8897 -2.3645
H: -2.2401 3.0175 -5.0914
H: -0.9113 4.1960 -4.9999
H: -2.5448 4.7336 -5.3741
H: -4.1488 3.1328 -3.3085
H: -4.3012 4.8346 -3.7669
H: -4.0996 4.4008 -2.0741
H: -0.7149 5.7447 -3.0101
H: -2.0393 5.8712 -1.8431
H: -2.2791 6.4072 -3.5120
Cl: 2.2379 -0.8465 2.6471
Si: 2.5118 1.3802 1.2868
Cl: 4.5662 1.4345 1.6012
Cl: 1.7081 2.5810 2.7853
C: 1.4752 -4.7483 -0.1186
C: 2.7723 -4.5548 -0.8888
N: 3.7881 -3.7997 -0.1450
C: 3.8821 -2.4722 -0.0544
S: 2.8646 -1.4197 -0.9731
N: 4.8335 -1.9573 0.7080
C: 5.7675 -2.7142 1.5370
C: 5.1871 -3.1089 2.8929
H: 0.7577 -5.3013 -0.7277
H: 1.0211 -3.8000 0.1453
H: 1.6469 -5.3065 0.8038
H: 2.5934 -4.0474 -1.8333
H: 3.2201 -5.5209 -1.1171
H: 4.3541 -4.3436 0.4868
H: 4.8061 -0.9586 0.8377
H: 6.6436 -2.0829 1.6763
H: 6.1035 -3.5893 0.9783
H: 4.9174 -2.2203 3.4628
H: 5.9270 -3.6750 3.4614
H: 4.2878 -3.7201 2.7852
C: -2.9246 -3.5030 4.1884
C: -1.6304 -4.1098 3.6228
C: -0.5754 -4.2054 4.7330
C: -1.9203 -5.5044 3.0533
C: -1.1254 -3.2338 2.5512
C: -0.7058 -2.5071 1.6614
H: -3.3344 -4.1483 4.9696
H: -3.6705 -3.3898 3.4003
H: -2.7302 -2.5188 4.6197
H: -0.9486 -4.8211 5.5557
H: -0.3352 -3.2146 5.1226
H: 0.3448 -4.6534 4.3537
H: -2.3369 -6.1473 3.8326
H: -1.0058 -5.9647 2.6745
H: -2.6357 -5.4418 2.2319
N: -1.0403 -1.5514 -4.7870
C: -0.1755 -1.7082 -3.7722
S: -0.8131 -1.6491 -2.2018
N: 1.1275 -1.9363 -4.0019
C: 1.9671 -1.8776 -5.1547
C: 1.5756 -1.6225 -6.4689
C: 2.5199 -1.5979 -7.4886
C: 3.8583 -1.8263 -7.2287
C: 4.2533 -2.0794 -5.9226
C: 3.3223 -2.1031 -4.9019
H: -2.0081 -1.4954 -4.5182
H: -0.8359 -1.8765 -5.7091
H: 1.6458 -2.0636 -3.1423
H: 0.5596 -1.4192 -6.7510
H: 2.1909 -1.3932 -8.4995
H: 4.5853 -1.8080 -8.0299
H: 5.2968 -2.2566 -5.6943
H: 3.6455 -2.2879 -3.8840

Forces on atoms 1 to 3 (eV/Å):
Nd -0.547 -0.867 -0.901
C 0.015 -0.005 -0.029
C -0.074 0.036 0.046

Values from the calculation:
Energy relative to the best compared isomer or geometry (same formula, charge and spin) = 13.02 kcal/mol
Multiplicity = 4
DFT total energy = -129527.4107 eV
Charge = +1
Gap between HOMO and LUMO (alpha / beta) = 0.29642 / 0.29754 Eh
⟨S²⟩ = 3.753


In order of appearance, strongest force on any atom = 3.42; 1.74; 1.54; 1.37 eV Å⁻¹.